(1)
Formula: C10H23BBrFO8PS
Source: OMol25
Level of theory: wB97M-V/def2-TZVPD

```
! RIJCOSX wB97M-V def2-TZVPD def2/J DEFGRID3
* xyz -1 1
C 5.0453 -0.3876 1.6036
C 3.8495 -1.1185 0.9979
O 3.3772 -0.4759 -0.1971
P 2.2540 0.6688 -0.0316
O 2.4437 1.5056 1.1692
C 0.7229 -0.1907 -0.3271
C -0.5298 0.6854 -0.1772
B -1.2158 0.5890 1.2897
O -0.2922 0.5236 2.3995
Br -2.1848 -1.3303 1.3091
C -2.3729 1.7026 1.5201
C -1.8432 3.1405 1.4255
F -3.4442 1.5921 0.5830
O 2.4655 1.4789 -1.4035
C 2.8786 2.8507 -1.3574
C 4.3737 2.9777 -1.1049
H 4.9833 -0.3744 2.6928
H 5.0507 0.6475 1.2660
H 5.9903 -0.8511 1.3112
H 4.1123 -2.1311 0.6903
H 3.0346 -1.1895 1.7241
H 0.6702 -1.0607 0.3370
H 0.8544 -0.5713 -1.3464
H -1.2792 0.3778 -0.9135
H -0.2687 1.7225 -0.4367
H -0.1391 1.3870 2.8000
H -2.8414 1.5471 2.5002
H -0.7481 3.1703 1.4253
H -2.1825 3.5759 0.4832
H -2.1983 3.7824 2.2362
H 2.5994 3.2631 -2.3275
H 2.3096 3.3651 -0.5801
H 4.8935 2.1454 -1.5850
H 4.7544 3.9099 -1.5301
H 4.5974 2.9526 -0.0385
C -4.1334 -2.5439 -1.5737
C -3.8131 -3.6525 -0.5967
O -4.9603 -4.5322 -0.7052
S -5.4858 -4.5524 -2.1981
O -4.9508 -5.6630 -2.9091
O -6.8933 -4.3534 -2.1792
O -4.7385 -3.2436 -2.6920
H -4.8475 -1.8313 -1.1637
H -3.2509 -2.0250 -1.9322
H -3.7328 -3.2816 0.4174
H -2.9135 -4.2012 -0.8748
*
```

highest occupied orbital energy = -5.65 eV
maximum force = 0.0107 Eh/bohr
orbital gap = 8.495 eV


(2)
Formula: C13H12N9OPRuS4
Source: OMol25
Level of theory: wB97M-V/def2-TZVPD

```
! RIJCOSX wB97M-V def2-TZVPD def2/J DEFGRID3
* xyz 0 1
Ru -0.7323 0.1291 0.4763
O 0.5561 -6.4942 0.5392
C 0.3081 -5.3318 0.4878
S 1.5103 -4.0604 0.8769
C 0.4541 -2.7145 0.5726
C -0.8489 -2.9965 0.1723
S -1.9208 -1.7876 -0.1818
S -1.2834 -4.6759 0.0191
S 1.0078 -1.1368 0.7446
N -0.3487 1.8359 3.4565
C 0.4626 2.2105 2.4109
N 1.4177 3.1118 2.4947
N 1.9057 3.1964 1.2387
N 1.2915 2.3929 0.4520
N 0.3397 1.7347 1.1733
C -1.4491 1.0440 3.3015
N -2.4282 0.9504 4.1629
N -3.3077 0.0761 3.5875
N -2.9010 -0.3281 2.4607
N -1.6710 0.2681 2.2165
H -0.2372 2.3171 4.3335
C -1.6347 2.6212 -1.3822
P -0.7450 1.0615 -1.6653
C 0.7282 1.5564 -2.5840
C -1.7876 0.1738 -2.8555
C -3.1552 0.0638 -2.6006
C -3.9666 -0.6840 -3.4370
C -3.4162 -1.3450 -4.5275
C -2.0588 -1.2409 -4.7874
C -1.2454 -0.4823 -3.9561
H -2.5564 2.4508 -0.8251
H -1.8763 3.0818 -2.3403
H -0.9895 3.2774 -0.7985
H 0.4225 2.1150 -3.4696
H 1.3098 0.6831 -2.8756
H 1.3337 2.1712 -1.9213
H -3.5910 0.5528 -1.7366
H -5.0265 -0.7600 -3.2334
H -4.0455 -1.9485 -5.1683
H -1.6285 -1.7514 -5.6391
H -0.1871 -0.4110 -4.1705
*
```

highest occupied orbital energy (alpha / beta) = -8.70 / -8.63 eV
maximum force = 0.0146 Eh/bohr
energy relative to the best compared isomer or geometry (same formula, charge and spin) = 64.9 kJ/mol
orbital gap (alpha / beta) = 6.014 / 6.227 eV


(3)
Formula: C11H11ClN2O2Sn
Source: OMol25
Level of theory: wB97M-V/def2-TZVPD

```
! RIJCOSX wB97M-V def2-TZVPD def2/J DEFGRID3
* xyz 2 1
Cl 0.5997 -1.3092 -3.2635
C 1.5258 1.7300 -0.7690
C 0.4979 1.8926 0.2654
C -0.7978 1.8274 -0.3893
H 0.6702 2.0526 1.3009
C -0.5845 1.6211 -1.8330
C 0.8623 1.5714 -2.0296
H 1.3232 1.3585 -2.9702
H 2.5803 1.7280 -0.5953
H -1.7517 1.9259 0.0812
C -1.6073 1.4933 -2.8566
Sn 0.2420 -0.2376 -0.6325
C -1.2937 -1.6589 -0.8938
O -2.1687 -2.4000 -0.9935
C 1.7132 -1.7365 -0.4156
O 2.5202 -2.5643 -0.3725
H -2.5053 1.0024 -2.4673
H -1.2203 0.9031 -3.6939
H -1.8954 2.4871 -3.2303
N 0.8512 -0.3189 2.5508
C 0.5692 -0.9594 3.6960
C -0.3004 -1.9890 3.3994
C -0.5473 -1.9507 2.0264
N 0.1416 -0.9133 1.5115
H 1.4811 0.4637 2.4124
H 0.9734 -0.6943 4.6206
H -0.7211 -2.7110 4.0781
H -1.1580 -2.6140 1.4631
*
```

highest occupied orbital energy = -16.46 eV
maximum force = 0.1564 Eh/bohr
orbital gap = 6.975 eV